Record 1
The following is a DFT calculation (wB97M-V/def2-TZVPD) of a cluster of 4 separate species, H8O4 in total.

Values from the calculation:
HOMO-LUMO gap = 11.9 eV
energy relative to the best compared isomer or geometry (same formula, charge and spin) = 16.18 kcal/mol
HOMO = -11.089 eV

Positions of all 12 atoms, in Å:
O (1.654, -0.352, -1.420)
H (0.795, -0.689, -1.127)
H (1.905, -0.742, -2.247)
O (1.044, 1.504, 1.142)
H (1.794, 1.495, 1.760)
H (1.435, 1.285, 0.285)
O (-1.100, -1.193, -1.191)
H (-2.053, -1.185, -1.303)
H (-0.894, -1.230, -0.246)
O (-1.385, 0.051, 1.236)
H (-2.236, 0.168, 1.682)
H (-0.958, 0.889, 1.429)

Formally, the Löwdin partial charges of the atoms, in units of the elementary charge, are as follows:
1. O -0.052
2. H -0.003
3. H 0.030
4. O -0.057
5. H 0.058
6. H 0.026
7. O -0.072
8. H 0.046
9. H 0.016
10. O -0.061
11. H 0.054
12. H 0.015

---

Record 2
The following is a DFT calculation (wB97M-V/def2-TZVPD) of a cluster of 4 separate species, H8O4 in total.

Values from the calculation:
HOMO-LUMO gap = 11.5 eV
energy relative to the best compared isomer or geometry (same formula, charge and spin) = 17.36 kcal/mol
HOMO = -11.081 eV

Positions of all 12 atoms, in Å:
O (-1.003, 0.588, -2.486)
H (-1.046, 0.016, -3.264)
H (-1.029, -0.012, -1.770)
O (-1.081, 1.001, 1.774)
H (-1.914, 1.286, 1.401)
H (-1.020, 0.061, 1.630)
O (0.844, 0.468, -0.305)
H (0.564, 0.728, -1.174)
H (0.461, 1.063, 0.379)
O (1.754, -1.609, 1.647)
H (1.529, -1.098, 0.864)
H (1.935, -2.486, 1.303)

Formally, the Löwdin partial charges of the atoms, in units of the elementary charge, are as follows:
1. O -0.035
2. H 0.060
3. H 0.003
4. O -0.037
5. H 0.046
6. H 0.035
7. O -0.063
8. H -0.002
9. H 0.044
10. O -0.063
11. H -0.016
12. H 0.028

---

Record 3
The following is a DFT calculation (wB97M-V/def2-TZVPD) of a cluster of 4 separate species, H8O4 in total.

Values from the calculation:
HOMO-LUMO gap = 11.7 eV
energy relative to the best compared isomer or geometry (same formula, charge and spin) = 21.57 kcal/mol
HOMO = -11.011 eV

Positions of all 12 atoms, in Å:
O (-2.081, -0.440, -1.211)
H (-1.745, -0.425, -0.334)
H (-2.339, -1.316, -1.434)
O (0.386, 1.002, -1.108)
H (-0.586, 0.862, -1.031)
H (0.515, 0.947, -2.148)
O (-0.446, -0.543, 1.555)
H (-0.504, -0.555, 2.482)
H (0.428, -0.129, 1.223)
O (2.121, -0.030, 0.822)
H (2.535, 0.785, 0.879)
H (1.863, -0.081, -0.105)

Formally, the Löwdin partial charges of the atoms, in units of the elementary charge, are as follows:
1. O -0.027
2. H -0.012
3. H 0.037
4. O -0.115
5. H 0.015
6. H 0.123
7. O -0.079
8. H 0.001
9. H 0.027
10. O -0.024
11. H 0.020
12. H 0.034